# 1
Density functional theory data (ωB97M-V/def2-TZVPD) for a 2-piece molecular cluster, C4H9B overall in a non-equilibrium geometry.

The calculation puts the HOMO-LUMO gap (spin up / spin down) at 6.61 / 9.14 eV. As for the spin multiplicity: 3. The HOMO energy (spin up / spin down) comes out at -5.794 / -10.096 eV. The expectation value of S² is 2.016. The value obtained for the energy above the lowest of the compared OMol25 structures with the same formula, charge and spin is 164.1 kJ/mol. The calculation puts the LUMO energy (spin up / spin down) at 0.81 / -0.96 eV.

Cartesian coordinates (Å):
B: 0.74 0.13 -0.03
C: -2.80 0.05 0.17
C: -1.97 0.95 -0.30
C: 1.87 1.18 0.10
C: 0.74 -1.47 0.03
H: -3.93 0.20 0.42
H: -2.56 -0.94 0.68
H: -2.26 1.78 -0.82
H: 1.80 1.40 1.22
H: 1.85 2.26 -0.28
H: 2.86 0.86 -0.10
H: 0.13 -1.74 0.96
H: 1.61 -2.04 -0.10
H: 0.00 -1.86 -0.80

# 2
Density functional theory data (ωB97M-V/def2-TZVPD) for an isolated molecule of C4H9BO in a non-equilibrium geometry.

The calculation puts the HOMO-LUMO gap at 9.48 eV. The HOMO energy comes out at -9.014 eV. The value obtained for the energy above the lowest of the compared OMol25 structures with the same formula, charge and spin is 166.0 kJ/mol. The calculation puts the LUMO energy at 0.46 eV. As for the SMILES: CB1CCCO1.

Cartesian coordinates (Å):
C: -2.32 -0.59 0.08
B: -0.81 -0.46 -0.32
C: 0.16 0.55 -0.95
C: 1.53 0.46 -0.26
C: 1.57 -0.75 0.65
O: 0.32 -1.27 0.76
H: -2.65 -1.46 0.54
H: -3.03 -0.41 -0.69
H: -2.52 0.17 0.83
H: 0.19 0.50 -2.05
H: -0.47 1.51 -0.53
H: 2.25 0.24 -1.04
H: 1.89 1.40 0.07
H: 2.28 -1.52 0.32
H: 1.98 -0.60 1.66

# 3
Density functional theory data (ωB97M-V/def2-TZVPD) for a 2-piece molecular cluster, C4H9BrN overall in a non-equilibrium geometry.

The calculation puts the HOMO-LUMO gap at 11.13 eV. The HOMO energy comes out at -14.356 eV. The total charge is +1. The value obtained for the energy above the lowest of the compared OMol25 structures with the same formula, charge and spin is 118.9 kJ/mol. The calculation puts the LUMO energy at -3.22 eV.

Cartesian coordinates (Å):
C: -0.36 1.28 0.76
C: -0.33 1.37 -0.76
C: -1.13 -2.04 0.14
C: -0.30 -1.03 -0.07
N: -0.92 0.26 -0.18
Br: 3.32 -0.27 0.06
H: 0.51 0.88 1.26
H: -0.99 2.04 1.14
H: -0.88 2.12 -1.21
H: 0.58 1.44 -1.30
H: -0.77 -2.99 0.15
H: 4.78 -0.31 0.33
H: -2.24 -1.83 0.15
H: 0.70 -1.15 -0.27
H: -1.97 0.22 -0.20

# 4
Density functional theory data (ωB97M-V/def2-TZVPD) for C4H9BrO2 as an isolated structure in a non-equilibrium geometry.

The calculation puts the HOMO-LUMO gap at 10.56 eV. The HOMO energy comes out at -10.013 eV. The value obtained for the energy above the lowest of the compared OMol25 structures with the same formula, charge and spin is 269.4 kJ/mol. The calculation puts the LUMO energy at 0.54 eV.

Cartesian coordinates (Å):
C: 2.03 1.68 0.04
C: -1.13 -1.82 -1.03
C: 0.66 1.13 0.51
C: -0.92 -0.66 -0.14
O: -1.05 -1.15 1.63
O: 0.24 0.05 -0.31
Br: -2.57 0.61 -0.20
H: 2.21 2.61 0.64
H: 2.95 1.02 0.07
H: 2.03 2.04 -0.99
H: -1.03 -1.71 -2.16
H: -2.08 -2.37 -1.00
H: -0.36 -2.59 -0.80
H: 0.03 1.92 0.55
H: 0.88 0.71 1.61
H: -1.87 -1.48 1.58

# 5
Density functional theory data (ωB97M-V/def2-TZVPD) for an isolated molecule of C4H9BrO2S in a non-equilibrium geometry.

The calculation puts the HOMO-LUMO gap at 10.97 eV. The HOMO energy comes out at -10.864 eV. The value obtained for the energy above the lowest of the compared OMol25 structures with the same formula, charge and spin is 69.2 kJ/mol. The calculation puts the LUMO energy at 0.11 eV. As for the SMILES: CC(C)(C)S(=O)(=O)Br.

Cartesian coordinates (Å):
C: -0.16 0.86 -1.28
C: -0.21 0.09 0.05
C: -1.18 -1.01 -0.09
C: -0.30 0.83 1.42
S: 1.40 -0.78 0.11
O: 1.50 -1.46 -1.14
O: 1.64 -1.52 1.32
Br: 2.81 0.87 0.00
H: 0.43 1.86 -1.28
H: 0.30 0.07 -2.06
H: -1.14 1.28 -1.62
H: -0.64 -1.99 0.02
H: -1.62 -1.19 -1.22
H: -2.01 -0.94 0.63
H: -0.93 0.28 2.13
H: 0.68 0.89 1.71
H: -0.57 1.85 1.31

# 6
Density functional theory data (ωB97M-V/def2-TZVPD) for a 2-piece molecular cluster, C4H9Cl2 overall in a non-equilibrium geometry.

The calculation puts the HOMO-LUMO gap (spin up / spin down) at 6.03 / 9.81 eV. As for the spin multiplicity: 2. The HOMO energy (spin up / spin down) comes out at -7.282 / -11.061 eV. The expectation value of S² is 0.754. The value obtained for the energy above the lowest of the compared OMol25 structures with the same formula, charge and spin is 133.7 kJ/mol. The calculation puts the LUMO energy (spin up / spin down) at -1.25 / -1.25 eV.

Cartesian coordinates (Å):
Cl: 3.01 -2.37 -0.94
Cl: 2.43 -1.09 -2.40
C: -0.12 -1.51 0.96
C: -0.06 0.03 0.83
C: -0.72 0.55 -0.34
C: -0.81 2.01 -0.55
H: 0.40 -1.82 1.88
H: -1.17 -1.84 0.98
H: 0.36 -1.96 0.08
H: -0.53 0.53 1.70
H: 0.99 0.38 0.79
H: -1.22 -0.09 -1.08
H: -1.41 2.11 -1.47
H: -1.32 2.55 0.26
H: 0.16 2.52 -0.71

# 7
Density functional theory data (ωB97M-V/def2-TZVPD) for C4H9Cl2CrF2N2O4S as an isolated structure in a non-equilibrium geometry.

The calculation puts the HOMO-LUMO gap (spin up / spin down) at 8.57 / 8.65 eV. As for the spin multiplicity: 2. The HOMO energy (spin up / spin down) comes out at -9.288 / -8.835 eV. The expectation value of S² is 0.762. The value obtained for the energy above the lowest of the compared OMol25 structures with the same formula, charge and spin is 0.0 kJ/mol. The calculation puts the LUMO energy (spin up / spin down) at -0.72 / -0.18 eV.

Cartesian coordinates (Å):
Cr: 0.07 1.51 -1.84
O: -1.82 -0.97 -4.06
Cl: -1.77 -0.13 -2.94
O: -2.97 -0.08 -2.21
O: -1.30 1.26 -3.32
O: -0.62 -0.49 -2.03
C: 1.14 -0.18 2.82
N: 1.68 0.20 1.52
C: 1.42 -0.29 0.31
S: 2.05 0.64 -1.03
N: 0.79 -1.43 0.06
C: 0.07 -2.33 0.96
H: 1.30 0.67 3.49
H: 1.67 -1.04 3.24
H: 0.08 -0.36 2.76
H: 2.21 1.05 1.48
H: 0.61 -1.56 -0.92
H: 0.66 -2.56 1.83
H: -0.09 -3.25 0.41
H: -0.89 -1.91 1.24
F: -1.29 0.75 0.58
C: -0.98 1.88 -0.16
F: -2.18 2.45 -0.50
H: -0.47 2.58 0.52
Cl: 0.66 3.58 -2.19

# 8
Density functional theory data (ωB97M-V/def2-TZVPD) for a 2-piece molecular cluster, C4H9ClFN overall in a non-equilibrium geometry.

The calculation puts the HOMO-LUMO gap at 10.15 eV. The HOMO energy comes out at -9.182 eV. The value obtained for the energy above the lowest of the compared OMol25 structures with the same formula, charge and spin is 0.0 kJ/mol. The calculation puts the LUMO energy at 0.97 eV.

Cartesian coordinates (Å):
C: -2.17 0.76 0.24
C: 2.65 -1.31 -0.61
C: -2.14 1.09 -1.16
C: 0.40 -1.81 0.02
N: 1.43 -2.09 -0.71
F: -0.42 -2.83 0.04
Cl: -0.95 2.35 -1.62
H: -1.28 0.17 0.57
H: -2.02 1.65 0.72
H: -3.13 0.31 0.52
H: 2.97 -1.15 -1.70
H: 2.32 -0.33 -0.26
H: 3.32 -1.76 0.02
H: -1.79 0.13 -1.63
H: -3.07 1.37 -1.58
H: 1.41 -2.87 -1.29

# 9
Density functional theory data (ωB97M-V/def2-TZVPD) for an isolated molecule of C4H9ClN2 in a non-equilibrium geometry.

The calculation puts the HOMO-LUMO gap at 9.30 eV. The HOMO energy comes out at -8.727 eV. The value obtained for the energy above the lowest of the compared OMol25 structures with the same formula, charge and spin is 274.8 kJ/mol. The calculation puts the LUMO energy at 0.57 eV. As for the SMILES: NCC(=CCl)CN.

Cartesian coordinates (Å):
N: -1.85 -0.58 -0.55
C: -0.74 -1.01 0.54
C: 0.49 -0.14 0.43
C: 1.49 -1.03 -0.15
Cl: 3.13 -0.29 -0.19
C: 0.67 1.35 0.65
N: 0.07 2.06 -0.58
H: -2.78 -1.06 -0.35
H: -1.45 -1.26 -1.32
H: -0.63 -2.05 0.35
H: -1.09 -0.92 1.46
H: 1.36 -1.96 -0.77
H: 0.18 1.87 1.65
H: 1.74 1.69 0.71
H: -0.99 1.76 -0.35
H: 0.40 1.55 -1.53

# 10
Density functional theory data (ωB97M-V/def2-TZVPD) for a 2-piece molecular cluster, C4H9ClN2 overall in a non-equilibrium geometry.

The calculation puts the HOMO-LUMO gap at 8.21 eV. The HOMO energy comes out at -7.434 eV. The value obtained for the energy above the lowest of the compared OMol25 structures with the same formula, charge and spin is 238.7 kJ/mol. The calculation puts the LUMO energy at 0.78 eV.

Cartesian coordinates (Å):
C: 0.84 0.80 0.57
C: 1.99 -1.04 -0.57
C: 0.94 0.07 -0.73
C: -0.03 -0.18 2.80
N: 0.54 0.36 1.69
N: -2.76 -0.08 0.43
Cl: -1.67 -0.12 3.14
H: -3.26 -0.17 1.32
H: 1.52 -1.74 0.12
H: 2.14 -1.52 -1.54
H: 2.96 -0.59 -0.20
H: 1.18 0.65 -1.59
H: -0.10 -0.33 -0.80
H: 0.72 -0.35 3.55
H: -3.45 0.10 -0.26
H: -2.37 0.84 0.58

# 11
Density functional theory data (ωB97M-V/def2-TZVPD) for a 2-piece molecular cluster, C4H9F overall.

The calculation puts the HOMO-LUMO gap (spin up / spin down) at 8.07 / 12.16 eV. As for the spin multiplicity: 3. The HOMO energy (spin up / spin down) comes out at -7.049 / -12.226 eV. The expectation value of S² is 2.007. The value obtained for the energy above the lowest of the compared OMol25 structures with the same formula, charge and spin is 0.0 kJ/mol. The calculation puts the LUMO energy (spin up / spin down) at 1.02 / -0.06 eV.

Cartesian coordinates (Å):
C: 1.61 2.06 0.50
C: -1.73 -0.09 -0.03
C: 0.43 -1.58 -0.04
C: -0.53 -0.66 -0.68
F: -0.52 -0.64 -2.04
H: 1.10 2.54 -0.30
H: 2.49 1.50 0.31
H: 1.27 2.19 1.51
H: -2.22 0.61 -0.71
H: -1.46 0.42 0.89
H: -2.46 -0.87 0.23
H: 1.16 -1.92 -0.78
H: 0.94 -1.10 0.78
H: -0.08 -2.47 0.36

# 12
Density functional theory data (ωB97M-V/def2-TZVPD) for a 2-piece molecular cluster, C4H9FN overall in a non-equilibrium geometry.

The calculation puts the HOMO-LUMO gap (spin up / spin down) at 7.62 / 9.45 eV. The HOMO energy (spin up / spin down) comes out at -12.909 / -13.317 eV. The total charge is +1. The value obtained for the energy above the lowest of the compared OMol25 structures with the same formula, charge and spin is 612.4 kJ/mol. The calculation puts the LUMO energy (spin up / spin down) at -5.29 / -3.87 eV.

Cartesian coordinates (Å):
C: 3.28 -0.53 0.54
C: 2.35 -0.12 -0.28
C: -1.84 0.71 0.80
C: -0.81 -0.77 -0.83
N: -1.82 0.23 -0.63
F: 2.25 0.82 -1.16
H: 4.25 -0.20 0.44
H: 3.11 -1.39 1.11
H: -2.51 -0.01 1.43
H: -0.87 0.73 1.28
H: -2.15 1.79 0.98
H: -0.21 -0.63 -1.65
H: -0.51 -1.37 -0.03
H: -2.82 -0.27 -0.78
H: -1.71 1.01 -1.21

# 13
Density functional theory data (ωB97M-V/def2-TZVPD) for C4H9FN2 as an isolated structure in a non-equilibrium geometry.

The calculation puts the HOMO-LUMO gap at 9.70 eV. The HOMO energy comes out at -9.408 eV. The value obtained for the energy above the lowest of the compared OMol25 structures with the same formula, charge and spin is 307.9 kJ/mol. The calculation puts the LUMO energy at 0.29 eV.

Cartesian coordinates (Å):
C: -2.65 -0.05 0.44
C: -1.26 0.19 -0.02
C: 0.85 -0.87 -0.53
C: 2.00 -0.50 0.36
H: -3.10 0.89 0.32
H: -3.03 -1.06 0.02
H: -2.46 -0.12 1.53
H: 0.14 1.39 -0.81
H: -1.22 -1.78 -0.64
H: 0.76 0.04 -1.40
H: 1.04 -1.89 -1.12
H: 2.97 -0.77 -0.28
H: 2.10 -0.78 1.40
N: -0.88 1.34 -0.56
N: -0.54 -0.95 0.07
F: 2.12 0.97 0.33

# 14
Density functional theory data (ωB97M-V/def2-TZVPD) for an isolated molecule of C4H9FN2S in a non-equilibrium geometry.

The calculation puts the HOMO-LUMO gap at 9.63 eV. The HOMO energy comes out at -8.935 eV. The value obtained for the energy above the lowest of the compared OMol25 structures with the same formula, charge and spin is 133.5 kJ/mol. The calculation puts the LUMO energy at 0.70 eV. As for the SMILES: [H]/N=C(/C)CS[C@H](N)F.

Cartesian coordinates (Å):
H: 2.46 -2.07 1.07
N: 1.91 -2.27 0.28
C: 1.19 -1.31 -0.14
C: 0.43 -1.52 -1.35
C: 1.10 0.03 0.57
S: -0.55 0.27 1.23
C: -1.32 1.72 0.21
N: -1.90 2.76 0.93
F: -2.37 1.09 -0.48
H: -0.54 -2.19 -1.12
H: 1.08 -2.01 -2.01
H: 0.04 -0.66 -1.79
H: 1.30 1.02 0.06
H: 1.71 -0.07 1.44
H: -0.64 2.09 -0.54
H: -2.74 2.51 1.49
H: -1.23 3.26 1.56

# 15
Density functional theory data (ωB97M-V/def2-TZVPD) for a 2-piece molecular cluster, C4H9FN3 overall in a non-equilibrium geometry.

The calculation puts the HOMO-LUMO gap (spin up / spin down) at 8.65 / 8.64 eV. The HOMO energy (spin up / spin down) comes out at -13.051 / -13.000 eV. The total charge is +1. The value obtained for the energy above the lowest of the compared OMol25 structures with the same formula, charge and spin is 489.1 kJ/mol. The calculation puts the LUMO energy (spin up / spin down) at -4.40 / -4.36 eV.

Cartesian coordinates (Å):
C: 0.64 -1.27 -0.06
C: 0.02 0.93 -0.12
C: 2.49 0.19 0.27
C: -2.55 0.36 0.03
N: 1.11 -0.04 -0.09
N: -1.12 0.06 -0.04
N: -0.68 -1.22 -0.04
F: -0.10 1.71 -1.27
H: 1.18 -2.12 0.09
H: 0.11 2.56 1.07
H: 2.67 -0.19 1.30
H: 3.16 -0.30 -0.42
H: 2.63 1.22 0.21
H: -2.59 1.01 0.79
H: -2.92 0.87 -0.79
H: -3.13 -0.53 0.37
H: -1.32 -2.00 0.01

# 16
Density functional theory data (ωB97M-V/def2-TZVPD) for a 2-piece molecular cluster, C4H9FOS overall.

The calculation puts the HOMO-LUMO gap at 9.17 eV. The HOMO energy comes out at -8.462 eV. The value obtained for the energy above the lowest of the compared OMol25 structures with the same formula, charge and spin is 76.6 kJ/mol. The calculation puts the LUMO energy at 0.71 eV. As for the SMILES: C=CF.CCSO.

Cartesian coordinates (Å):
C: 2.26 1.44 -0.10
C: 2.68 0.29 -0.57
F: 3.33 -0.60 0.20
H: 2.41 1.71 0.93
H: 1.75 2.13 -0.74
H: 2.57 -0.08 -1.58
C: -2.08 0.56 0.50
C: -1.96 -0.64 -0.42
S: -0.22 -1.14 -0.66
O: 0.13 -1.69 0.87
H: -3.13 0.82 0.63
H: -1.65 0.34 1.47
H: -1.56 1.42 0.08
H: -2.32 -0.42 -1.43
H: -2.50 -1.50 -0.03
H: 0.30 -2.64 0.83